Density functional theory data (wB97M-V/def2-TZVPD) for C25H15Cl2IrN4O4 as an isolated structure.

Positions of all 51 atoms, in Å:
Ir 0.9110 -0.3944 0.0246
O 2.5639 -0.5100 -3.7002
C 2.2711 -0.4347 -2.5233
N 1.0457 -0.4974 -1.9518
C -0.1702 -0.5331 -2.6289
C -0.3489 -0.4418 -4.0122
C -1.6280 -0.4144 -4.5421
C -2.7570 -0.4764 -3.7326
C -2.5997 -0.5872 -2.3611
C -1.3220 -0.6195 -1.8257
N -1.1167 -0.8095 -0.3574
C -1.6728 0.0586 1.9128
O -2.9246 0.0651 2.2892
C -0.5394 -0.0962 2.7666
C -0.7151 -0.0566 4.1481
C 0.3545 -0.3593 4.9671
C 1.5414 -0.7429 4.3669
C 1.6347 -0.7630 2.9831
N 0.6401 -0.4084 2.1660
C 3.3458 -0.2048 -1.4716
C 4.6615 -0.0835 -1.8679
C 5.6268 0.2256 -0.9236
C 5.2261 0.4362 0.3857
C 3.8899 0.2967 0.7113
N 2.9590 -0.0510 -0.1816
H 0.5189 -0.3817 -4.6494
H -1.7457 -0.3348 -5.6145
H -3.7475 -0.4435 -4.1634
H -3.4765 -0.6449 -1.7272
H -1.6871 0.1964 4.5486
H 0.2556 -0.3261 6.0429
H 2.3991 -1.0391 4.9539
H 2.5420 -1.0996 2.5029
H 4.8838 -0.2206 -2.9166
H 6.6659 0.3229 -1.2071
H 5.9299 0.7154 1.1565
H 3.5525 0.4980 1.7184
Cl -5.9010 1.0743 0.5893
C -4.1957 1.2831 0.6004
C -3.6034 2.4904 0.4532
C -2.1990 2.6516 0.3749
Cl -1.5715 4.2359 0.1985
C -1.2963 1.5918 0.2316
O -0.0703 1.6979 0.0232
C -1.8548 0.1670 0.4623
C -1.5070 -2.2185 -0.0824
O -0.7235 -3.0140 0.3065
C -3.3813 0.1004 0.8305
H -4.2158 3.3791 0.3701
H -2.5606 -2.4363 -0.3007
H -3.8877 -0.8432 0.6559

Calculated values
Charge   +1
LUMO energy (spin up / spin down)   -5.415 / -5.243 eV
Frontier orbital gap (spin up / spin down)   4.94 / 5.07 eV
E_tot   -2506.1018 hartree
HOMO level (spin up / spin down)   -10.35 / -10.31 eV
Spin multiplicity   2



Density functional theory data (wB97M-V/def2-TZVPD) for a 2-piece molecular cluster, C15H18O2 overall.

Positions of all 35 atoms, in Å:
C 3.2766 -2.2277 -1.6131
C 2.5568 -1.6672 -2.8430
C 2.5735 -1.8110 -0.3430
C 3.0221 -0.7192 0.4078
C 1.4908 -2.5120 0.1732
C 2.5071 -0.3598 1.6322
C 0.9112 -2.1634 1.3730
C 1.4360 -1.1195 2.1174
O 0.8273 -0.8577 3.3131
H 3.2966 -3.3185 -1.5899
H 4.3117 -1.8876 -1.5933
H 2.6816 -2.2874 -3.7283
H 3.9914 -0.3363 0.1135
H 1.1283 -3.3700 -0.3844
H 3.0373 0.2876 2.3206
H 0.0877 -2.7043 1.8129
H 1.2874 -0.1575 3.8024
H 2.9775 -0.7026 -3.1086
H 1.5069 -1.4800 -2.6826
C -2.5481 4.1549 0.8906
C -1.5139 1.8806 0.6265
C -2.5031 2.8205 0.2645
C -1.2484 0.7993 -0.1511
C -3.4773 2.4395 -0.7140
C -2.2258 0.4798 -1.1626
C -3.2706 1.3573 -1.5037
O -1.9426 -0.6191 -1.8211
H -0.8915 2.0905 1.4702
H -0.3046 0.2747 -0.0704
H -1.6200 4.3297 1.3932
H -3.4266 4.2831 1.5295
H -4.1764 3.2053 -1.0296
H -4.0203 0.9889 -2.1755
H -2.7357 -1.0870 -2.1513
H -2.6194 5.0260 0.2293

Calculated values
Charge   +1
LUMO energy (spin up / spin down)   -3.773 / -7.278 eV
Frontier orbital gap (spin up / spin down)   6.99 / 3.48 eV
E_tot   -732.5442 hartree
HOMO level (spin up / spin down)   -10.76 / -10.76 eV
Spin multiplicity   2



Density functional theory data (wB97M-V/def2-TZVPD) for one molecule with the formula C18H22N2O3S2.

Positions of all 47 atoms, in Å:
C 4.4834 1.6080 -1.6786
C 4.6772 0.0900 -1.6618
C 3.7949 -0.5337 -0.6191
C 4.2174 -0.6414 0.7004
C 3.3714 -1.1588 1.6642
C 2.0928 -1.5729 1.3379
C 1.6608 -1.4723 0.0212
N 0.3907 -1.8982 -0.3939
C -0.7289 -2.0447 0.3635
O -0.7650 -1.8322 1.5548
C -1.9433 -2.5887 -0.4056
C -2.0897 -2.0456 -1.8314
C -2.0985 -0.5108 -1.7982
N -2.5548 -0.0793 -0.4991
S -2.3512 1.5248 -0.1300
O -2.2421 2.2802 -1.3454
O -3.3249 1.8985 0.8494
C -0.7594 1.5246 0.6362
C -0.4590 1.2652 1.9361
C 0.9221 1.3863 2.1983
C 1.6321 1.7329 1.0927
S 0.6318 1.9112 -0.2946
C -3.6723 -0.8220 0.0290
C -3.2152 -2.2483 0.3834
C 2.5179 -0.9584 -0.9472
H 5.0889 2.0594 -2.4608
H 4.7788 2.0377 -0.7240
H 3.4388 1.8550 -1.8571
H 5.7234 -0.1381 -1.4493
H 4.4325 -0.3141 -2.6458
H 5.2131 -0.3204 0.9697
H 3.7101 -1.2444 2.6859
H 1.4318 -1.9653 2.0909
H 0.3004 -2.0098 -1.3922
H -1.8177 -3.6777 -0.4371
H -1.3126 -2.4125 -2.5044
H -3.0414 -2.4090 -2.2238
H -2.7390 -0.1072 -2.5952
H -1.0988 -0.0916 -1.9391
H -1.2047 1.0013 2.6613
H 1.3621 1.2222 3.1645
H 2.6890 1.8819 1.0051
H -4.4882 -0.8482 -0.7075
H -4.0226 -0.2800 0.9057
H -4.0087 -2.9588 0.1521
H -2.9831 -2.3178 1.4458
H 2.1797 -0.8830 -1.9723

Calculated values
LUMO energy   0.494 eV
Frontier orbital gap   9.14 eV
E_tot   -1830.7242 hartree
HOMO level   -8.65 eV
SMILES   CCc1cccc(NC(=O)C2CCN(S(=O)(=O)c3cccs3)CC2)c1



Density functional theory data (wB97M-V/def2-TZVPD) for a 3-piece molecular cluster, C28H46BI2N4O8P3S2 overall.

Positions of all 94 atoms, in Å:
C -1.0793 -1.9698 -5.4434
N -2.0096 -2.0066 -4.2117
C -2.2933 -0.5512 -3.7773
C -2.3699 -0.6154 -2.1155
O -2.8822 0.5291 -1.4359
C -2.0889 1.7568 -1.4229
S -0.2550 1.4969 -1.9188
C -2.2406 2.3780 0.1234
C -0.8924 3.2729 0.5657
C -0.5821 4.5674 -0.3874
C 0.6591 5.4159 0.2933
C 2.0534 4.9211 -0.4092
N 3.1878 4.7271 0.6096
C 3.2225 3.6038 1.6622
C 4.5976 3.6698 2.5595
C 5.3107 4.9688 1.8518
C 4.3998 5.6452 0.6354
O -3.3108 3.3508 0.2926
B -4.6835 2.9317 0.1076
O -5.6850 4.0340 -0.1345
O -5.2650 1.5774 0.1330
N -2.4138 1.2665 1.1807
C -1.2581 0.3251 1.2770
C -1.5543 -1.0504 2.1828
C -1.0890 -2.4128 1.3267
I -0.2576 -1.1580 3.9963
P -2.7235 1.9152 2.8252
N -1.1643 2.2022 3.7203
O -3.6343 0.7515 3.8138
P -2.7400 2.7785 -2.8714
O -1.7379 2.6014 -4.3324
O -4.3016 2.0812 -3.3701
S -3.0645 4.6532 -2.7028
P -3.7179 -2.0126 -1.8522
O -4.9939 -1.6217 -3.0259
I -4.8173 -1.8631 0.3210
H -0.0632 -1.3933 -5.2131
H -0.7498 -3.1054 -5.5941
H -1.6164 -1.6021 -6.4151
H -1.3689 -2.4204 -3.4686
H -1.3309 0.0413 -4.1625
H -3.2616 -0.1277 -4.2764
H -1.3909 -1.1250 -1.6650
H 0.2268 2.6025 -2.6274
H 0.0840 2.6502 0.6613
H -1.0365 3.7954 1.6310
H -1.5365 5.2798 -0.2997
H -0.4527 4.3459 -1.5244
H 0.6749 5.2335 1.4726
H 0.5355 6.5951 0.1550
H 1.8623 3.8781 -0.9497
H 2.4642 5.6526 -1.2353
H 2.3482 2.8109 1.7430
H 4.9689 2.9634 3.4216
H 6.3658 5.4455 2.1184
H 4.6504 6.5691 -0.0438
H -6.4336 3.7998 0.5138
H -6.0678 1.5953 0.7513
H -0.2579 0.7717 1.7109
H -0.9422 -0.1656 0.2349
H -2.6844 -1.2163 2.4182
H -1.9522 -2.8693 0.6862
H -0.1565 -2.2138 0.6436
H -0.8501 -3.2176 2.1754
H -1.0618 3.2164 3.9590
H -1.2219 1.6990 4.6328
H -4.5739 1.0947 3.7386
H -2.2434 2.0229 -4.9839
H -4.9242 2.8257 -3.6582
H -4.7220 -1.9180 -3.9433
C 4.2889 -3.0316 1.5439
C 4.9971 -3.1759 0.3513
C 4.5779 -2.5023 -0.7955
C 3.4468 -1.6869 -0.7509
C 2.7332 -1.5498 0.4394
C 3.1545 -2.2205 1.5872
H 4.6197 -3.5513 2.4390
H 5.8771 -3.8133 0.3157
H 5.1321 -2.6123 -1.7240
H 3.1214 -1.1599 -1.6436
H 1.8482 -0.9191 0.4729
H 2.5997 -2.1118 2.5154
C 2.4736 -7.2333 0.5004
C 2.3914 -6.0633 1.2548
C 2.5887 -6.1070 2.6347
C 2.8641 -7.3225 3.2615
C 2.9372 -8.4940 2.5084
C 2.7436 -8.4498 1.1280
H 2.3265 -7.1979 -0.5756
H 2.1742 -5.1164 0.7669
H 2.5279 -5.1944 3.2218
H 3.0204 -7.3565 4.3361
H 3.1460 -9.4423 2.9975
H 2.8029 -9.3624 0.5409

Calculated values
LUMO energy   -0.248 eV
Frontier orbital gap   7.39 eV
E_tot   -4355.8440 hartree
HOMO level   -7.64 eV
SMILES   CNC[C@@H](O[C@](S)([C@@](CCCCn1cccc1)(OB(O)O)N(C[C@@H](C)I)P(N)O)P(O)(O)=S)P(O)I.c1ccccc1.c1ccccc1



Q: What is the E_tot in the second record?
A: -732.5442 hartree